Record 1
Entry from the Open Molecules 2025 dataset: an isolated ion of composition C5H8N and charge +1 at a distorted geometry (ωB97M-V/def2-TZVPD).

Calculated values
- structure (SMILES) = C#[N+]C1(C)CC1
- DFT total energy (eV) = -6794.1952
- E_HOMO (eV) = -15.423
- strongest force on any atom (eV Å⁻¹) = 5.627
- net charge = +1

Geometry (Å):
N1 0.505 0.437 1.165
C1 -1.084 -1.160 0.141
C2 0.009 -0.146 0.001
C3 -1.382 0.247 -0.418
C4 0.914 0.896 2.164
C5 1.168 0.041 -1.192
H1 2.026 -0.443 -0.881
H2 0.956 -0.418 -2.076
H3 -1.021 -2.105 -0.551
H4 1.457 1.143 -1.118
H5 -2.014 0.807 0.102
H6 -1.393 0.505 -1.426
H7 -1.325 -1.426 1.122
H8 1.183 1.624 2.967

***

Record 2
Entry from the Open Molecules 2025 dataset: C5H8N as an isolated structure at a distorted geometry (ωB97M-V/def2-TZVPD).

Calculated values
- DFT total energy (eV) = -6792.9132
- E_HOMO (eV) = -12.598
- strongest force on any atom (eV Å⁻¹) = 6.424
- net charge = +1

Geometry (Å):
N1 0.356 -1.188 1.099
C1 -0.169 -0.385 0.039
C2 -1.386 -0.334 -0.748
C3 0.941 0.953 -0.724
C4 -1.488 0.959 -0.775
C5 -0.255 1.215 0.009
H1 0.291 -2.239 0.998
H2 -0.029 1.705 0.899
H3 1.133 0.963 -1.893
H4 -2.126 1.720 -1.210
H5 -0.257 -0.831 1.843
H6 -1.956 -1.215 -0.996
H7 1.849 0.894 -0.159
H8 1.248 -0.902 1.303

***

Record 3
Entry from the Open Molecules 2025 dataset: an isolated ion of composition C5H8N and charge +1 at a distorted geometry (ωB97M-V/def2-TZVPD).

Calculated values
- structure (SMILES) = C[C@@H]1[C@H]2[C@@H]3C[N@@+]213
- DFT total energy (eV) = -6792.0125
- E_HOMO (eV) = -15.930
- strongest force on any atom (eV Å⁻¹) = 6.236
- net charge = +1

Geometry (Å):
N1 -0.487 0.547 0.021
C1 2.110 0.273 -0.070
C2 -1.977 0.671 -0.122
C3 0.667 -0.297 0.407
C4 -0.404 -0.825 -0.478
C5 -1.604 -0.692 0.364
H1 0.759 -0.680 1.378
H2 2.496 -0.657 -0.655
H3 2.133 0.929 -0.827
H4 2.735 0.559 0.732
H5 -2.326 1.459 0.487
H6 -0.331 -1.161 -1.446
H7 -1.438 -0.918 1.392
H8 -2.333 0.793 -1.184

***

Record 4
Entry from the Open Molecules 2025 dataset: an isolated ion of composition C5H8N and charge +1 at a distorted geometry (ωB97M-V/def2-TZVPD).

Calculated values
- structure (SMILES) = CC[N@@+]12C=C1C2
- DFT total energy (eV) = -6791.2527
- E_HOMO (eV) = -14.342
- strongest force on any atom (eV Å⁻¹) = 6.946
- net charge = +1

Geometry (Å):
N1 0.790 0.729 -0.340
C1 -1.177 -0.538 0.800
C2 2.294 0.277 0.268
C3 1.833 0.077 -1.076
C4 -0.891 0.131 -0.381
C5 1.464 1.178 0.787
H1 1.180 1.723 1.686
H2 -1.040 0.145 1.711
H3 -0.772 -1.565 1.014
H4 -0.843 -0.476 -1.382
H5 2.340 0.645 -1.877
H6 1.780 -0.843 -1.598
H7 -2.323 -0.633 0.752
H8 -1.359 1.004 -0.679

***

ΔE to the lowest compared entry with this formula, charge and spin in kJ/mol, matching the order above: 375.6 499.3 586.2 659.5